No. 1
Computed, not measured: a 2-piece molecular cluster, C3H13N2 overall in a non-equilibrium geometry, with wB97M-V/def2-TZVPD.

The total energy is -6295.4890 eV. The value obtained for the energy above the lowest of the compared OMol25 structures with the same formula, charge and spin is 108.8 kJ/mol. The calculation puts the LUMO energy at -2.99 eV. The strongest force on any atom comes out at 0.0286 hartree/bohr.

ORCA input file:
```
! RIJCOSX wB97M-V def2-TZVPD def2/J DEFGRID3
* xyz 1 1
H 1.26442 0.02724 -1.63726
C -2.21092 -0.41081 -0.78752
H 0.49529 1.44967 0.88765
H -0.09504 -0.04925 0.30139
H -3.16437 0.01982 -0.48848
H 2.29846 1.20046 -0.96698
N 0.76779 0.62343 0.36492
H -2.31366 -1.18933 -1.54764
N -1.44340 -0.93035 0.36741
C 1.24411 0.90985 -0.99850
C 1.70125 -0.16595 1.25026
H 2.44869 -0.64025 0.61626
H -1.58436 0.31719 -1.31682
H 0.64709 1.72763 -1.38974
H -1.46864 -1.93547 0.45848
H 2.20398 0.46110 1.96239
H 1.10402 -0.92284 1.75548
H -1.89472 -0.49211 1.16870
*
```



No. 2
Computed, not measured: the molecule C5H9NO, with wB97M-V/def2-TZVPD.

The total energy is -8863.9189 eV. The value obtained for the energy above the lowest of the compared OMol25 structures with the same formula, charge and spin is 510.8 kJ/mol. The calculation puts the LUMO energy at 0.40 eV. The strongest force on any atom comes out at 0.0113 hartree/bohr.

ORCA input file:
```
! RIJCOSX wB97M-V def2-TZVPD def2/J DEFGRID3
* xyz 0 1
C 2.41661 -0.61446 -0.92041
H 2.54045 0.30114 -1.50543
C -1.39847 0.62588 0.76677
H 2.94254 -0.52224 0.03383
C 0.60013 0.60565 -0.86411
H -2.56942 -0.17810 -0.84652
H 2.72533 -1.49349 -1.47616
H 0.10982 2.22166 0.37302
O 1.02836 -0.63719 -0.58131
H -2.78711 -1.00271 0.71164
C -2.05411 -0.52874 0.05343
H -1.31783 -1.28096 -0.24793
N -0.22239 0.45174 1.58718
H -2.07453 1.39154 1.13854
H 0.14601 -0.49401 1.47320
C -0.08539 1.15429 0.30426
*
```



No. 3
Computed, not measured: C22H14CdCl5N2O2 as an isolated structure, with wB97M-V/def2-TZVPD.

The total energy is -97295.5078 eV. The value obtained for the energy above the lowest of the compared OMol25 structures with the same formula, charge and spin is 32.2 kJ/mol. The calculation puts the LUMO energy at 2.64 eV. The strongest force on any atom comes out at 0.0045 hartree/bohr.

ORCA input file:
```
! RIJCOSX wB97M-V def2-TZVPD def2/J DEFGRID3
* xyz -1 1
C 2.24201 -1.21275 -2.11986
H 3.11870 -3.96028 1.74538
C -0.02945 -2.66559 1.25694
H 2.92986 -3.05460 -0.44348
H -3.26579 3.84327 -5.15447
H -2.21535 4.19736 -0.99817
H 0.48271 -2.03673 -3.00406
C -2.82657 4.13261 -3.04832
Cl 2.60711 1.96662 4.78996
C -0.40215 0.70415 -3.47455
C 1.15684 1.70860 3.88946
O -0.75916 -1.97787 0.46307
H -1.66269 -3.08134 2.58131
C 1.37242 -2.92868 1.06241
Cd 0.03929 0.07170 -0.19017
H 1.35936 -0.93278 -4.09213
H 2.91325 -2.01643 -2.44967
N 0.18970 -0.00721 -2.58832
C -1.15389 1.28166 2.43698
C 2.07022 -3.76243 1.95074
C -1.22377 1.86039 -3.26498
C -0.07619 2.03327 4.44630
H 2.79027 -0.26523 -2.12685
C 0.05717 0.95339 1.84208
H -0.37615 -4.46955 4.15163
Cl 2.73598 0.77959 1.89661
C 1.19081 1.17818 2.60261
N 1.70032 -1.45582 -0.80754
Cl -2.77322 2.21894 4.41349
C 1.03619 -1.09336 -3.05651
C -2.72635 3.47679 -4.29115
Cl -0.15696 2.69779 6.03827
C -1.24479 1.81926 3.71747
C -1.29572 2.53096 -1.99617
C 0.11483 -4.04823 3.28091
C 2.06350 -2.46070 -0.11511
H -0.28018 0.41958 -4.53062
C -1.92631 2.36696 -4.37494
O -0.64543 2.17157 -0.96790
H -1.82581 1.84413 -5.32227
C 1.47757 -4.31097 3.06108
H -3.45694 5.01120 -2.96024
H 2.04070 -4.93134 3.74551
C -0.61046 -3.27560 2.41292
Cl -2.61395 0.99045 1.54397
C -2.14153 3.68906 -1.95162
*
```



No. 4
Computed, not measured: C33H42FN4O4S4SiTi as an isolated structure in a non-equilibrium geometry, with wB97M-V/def2-TZVPD.

The total energy is -126111.0776 eV. The value obtained for the energy above the lowest of the compared OMol25 structures with the same formula, charge and spin is 138.4 kJ/mol. The calculation puts the LUMO energy at 1.92 eV. The strongest force on any atom comes out at 0.0214 hartree/bohr.

ORCA input file:
```
! RIJCOSX wB97M-V def2-TZVPD def2/J DEFGRID3
* xyz -1 1
O 1.41536 6.00587 -4.23621
C -2.44989 -1.09191 -4.63894
C 3.10519 0.20849 -2.44349
H 3.16362 -4.59921 0.39027
C 3.97531 -0.14858 0.16421
C 2.95434 -1.17688 -3.04403
H -1.13250 -2.42126 -5.70978
S 2.50233 -2.45326 1.02748
H 0.01763 2.04765 1.42889
C 1.78867 4.42496 -1.15798
H 4.49031 0.72190 0.57732
H -0.84350 -4.94423 3.20008
C -3.90919 1.57165 0.87800
H -1.69356 -3.56398 -0.81267
H -3.10408 -0.92218 -5.48461
H -1.56118 0.51199 3.64485
C -0.01857 -2.10720 3.07920
N -0.93286 -2.57640 0.90226
H 0.42827 1.20962 8.11726
C 0.76209 0.55569 6.10204
H -4.15567 0.78553 1.58640
H 1.95888 -1.56444 -2.85516
C 3.13786 -3.59467 -1.49833
C -0.66896 -2.99912 2.17339
H 2.52649 0.92335 -3.03243
H -1.77638 -5.74913 0.76689
H -2.66635 2.97956 -1.69862
H 3.08626 -1.10090 -4.12469
C -5.11778 -0.22631 -1.13487
H -3.61507 0.16588 -3.39680
H 1.53927 0.70600 3.19753
H -2.92762 1.44641 5.47211
C -1.35080 -1.92911 -4.77265
H 3.35181 -4.58357 -1.90845
N -0.22958 1.75500 0.48710
C 0.11919 2.32778 -1.86772
C -1.33693 1.39807 6.91251
H -5.05460 -1.09474 -0.47356
O 3.55897 5.66952 -3.10119
C -0.52908 -2.11584 -3.67160
H 4.59839 -1.52626 1.68288
H 3.21175 -0.54168 2.13086
C 1.09169 -0.14969 3.71314
H 1.79920 0.29407 6.28221
H -1.94217 1.79676 7.71676
C 0.33930 2.61663 -0.52606
H 4.63895 -0.62318 -0.55246
H -1.24527 1.84353 0.45743
H -4.43245 2.99782 -1.70069
C -0.84456 -1.45269 -2.51174
Ti -0.76557 -0.51887 0.51712
H -3.54510 2.19997 -2.99857
H 1.32635 3.90266 0.87515
H -4.76110 2.24848 0.76525
C -2.73998 -0.46185 -3.43932
H 0.33576 -2.76457 -3.70186
C -1.93988 -0.62588 -2.28991
S 2.51364 0.43702 -0.74546
C 0.21819 0.36633 4.83720
C 3.66500 -1.09891 1.30825
H -0.51915 1.49569 -2.13759
H 0.15021 -2.47376 4.09690
H 4.50527 -3.48358 0.18252
C -1.88838 1.20139 5.65275
C -1.11999 0.68685 4.61926
C 0.74000 3.08756 -2.84605
O -1.85163 -0.07245 1.59386
H -3.06636 2.14209 1.26643
N -2.13785 -0.08085 -1.02387
C -3.55566 2.38334 -1.92484
C 3.43722 -3.61676 -0.00137
F -0.04425 -1.62063 -1.40860
Si -3.60155 0.85714 -0.81626
N 0.39156 -0.94822 2.71230
C -1.39208 -3.64685 0.22136
S 2.42661 5.06335 -3.78470
H 0.60127 2.86192 -3.89633
H -6.02578 0.32620 -0.87753
C -0.97311 -4.34911 2.30956
H 4.14107 0.54690 -2.48562
H 2.46233 5.23156 -0.90045
H 1.92249 -0.72724 4.13395
H 2.08188 -3.38884 -1.67365
O 2.78025 4.04913 -4.76822
C 1.59351 4.12447 -2.49570
H -5.23215 -0.59562 -2.15254
C -1.44088 -4.76410 1.04989
S 4.14126 -2.43295 -2.47219
C -0.00847 1.07110 7.13614
C 1.15249 3.68054 -0.17358
*
```



No. 5
Computed, not measured: C19H23BIIrN3O4S as an isolated structure in a non-equilibrium geometry, with wB97M-V/def2-TZVPD.

The total energy is -55180.5210 eV. The value obtained for the energy above the lowest of the compared OMol25 structures with the same formula, charge and spin is 74.4 kJ/mol. The calculation puts the LUMO energy at -5.05 eV. The strongest force on any atom comes out at 0.0268 hartree/bohr.

ORCA input file:
```
! RIJCOSX wB97M-V def2-TZVPD def2/J DEFGRID3
* xyz 1 1
H 1.41486 -5.21233 -2.58018
H 3.87830 -2.90623 2.18128
H -1.46876 4.32060 -1.96850
H -1.47123 2.63179 2.52682
H -2.93750 1.66950 0.92685
H 0.25465 -0.74844 2.46691
C -1.25012 -1.81397 1.34642
C 0.09455 3.25359 -0.96422
H -4.30130 -1.10401 -1.19157
C -2.86709 -0.38050 0.24075
C -0.34072 1.84554 -1.15063
C 1.27837 3.34467 -0.25019
C -0.54940 4.39485 -1.40337
C 1.20891 5.70124 -0.37359
N 0.48291 0.99528 -0.48661
H 1.22587 -5.18298 -0.85706
O 2.96489 1.42593 -0.82764
S 1.90207 1.72670 0.07343
I -0.43210 -0.97795 -3.05299
H -1.25885 -3.24687 2.88020
H 5.02824 -1.62887 1.11905
C 1.86839 4.55230 0.05314
B 4.19030 -2.49153 1.08817
C 2.88580 -1.82766 0.52872
H -2.82028 -2.51736 0.04026
H -0.44994 -3.54920 -3.75141
O -1.29860 1.45851 -1.81657
H 4.45220 -3.37984 0.30598
C -3.98493 -0.17470 -0.72318
H -1.16431 -3.96707 1.27080
O -0.01866 -3.08236 -0.76324
C -0.90116 1.72576 2.72531
H -3.66637 0.53207 -1.49211
H 2.80125 4.60626 0.59760
N 1.06061 -4.75464 -1.75662
C 0.02038 5.62411 -1.09273
Ir 0.08296 -0.95352 -0.37748
N 1.88902 -1.38066 0.14872
C -1.30118 0.63229 1.79180
H 0.26512 -3.19445 1.99546
H 1.22774 -2.97002 -3.71854
C -2.36073 -1.64858 0.49438
H 1.63223 6.67036 -0.14710
C -2.39633 0.73400 0.99831
H -4.83925 0.27228 -0.21067
O 2.06146 1.44913 1.46691
C -0.57944 -0.64051 1.78154
H -0.46311 6.53546 -1.41713
H -1.11541 1.40911 3.75032
H 0.16389 1.93345 2.68015
C 0.28191 -2.97771 -3.18272
C 0.43723 -3.59040 -1.80895
C -0.81733 -3.14240 1.88573
*
```



No. 6
Computed, not measured: C12H16AlBrCl3F4LiNO8S as an isolated structure in a non-equilibrium geometry, with wB97M-V/def2-TZVPD.

The total energy is -166673.1525 eV. The calculation puts the LUMO energy at -6.74 eV. The strongest force on any atom comes out at 0.0925 hartree/bohr.

ORCA input file:
```
! RIJCOSX wB97M-V def2-TZVPD def2/J DEFGRID3
* xyz 1 1
H -4.14431 -1.25500 -1.96828
H 0.24320 -2.28674 1.87579
Cl -2.25292 6.03441 1.15738
O -0.49384 -4.21335 -2.70110
Al 4.72409 -0.17887 3.70882
H -2.31001 -2.76274 -2.36408
O 2.50613 2.59888 1.49740
H -0.61417 -3.26147 -0.67543
C 0.19069 -1.50099 1.05925
Cl -4.70089 5.07377 -0.07997
C 3.51637 -3.02093 1.34740
Li -1.27437 2.60604 2.70317
H -2.54690 5.17314 -1.01042
H -0.11709 0.45425 2.29818
O 4.53470 -3.66836 1.57671
F -1.92533 -3.52206 0.92410
F 4.63319 2.44927 -0.70503
O 0.42011 1.06881 -3.13719
F 4.95212 4.18179 0.54101
C -0.74809 1.28827 -2.80209
H 0.45812 1.57915 -0.41731
C -1.54782 0.18457 -1.97064
H 1.57631 0.29902 1.38913
H -1.68766 -0.72341 -2.66451
H -3.93886 -1.27349 -0.06460
O 3.12478 -2.67783 0.20498
C 4.96651 2.83455 0.54484
C 0.46661 0.04327 1.38844
C -3.99586 -1.89267 -1.01795
S 3.84045 2.11599 1.83441
H -4.93292 -2.54417 -0.93631
O 4.33405 2.61891 3.11078
Cl -2.47670 3.24771 0.34596
H -3.12040 -3.93049 -1.22481
H -0.07326 -5.05702 -2.86043
H -2.62029 0.55207 -1.75146
H 0.98922 -1.72723 0.26541
C -2.94393 4.92095 -0.02858
O 2.71460 -2.60351 2.22176
Br -1.60374 3.02828 -3.25452
F 6.25361 2.47042 0.72174
N -0.94644 -0.15553 -0.65310
C -1.54176 -2.74103 -0.24633
O 3.97666 0.65753 1.70397
C -2.73257 -2.84710 -1.29465
C -1.21930 -1.27390 0.29626
H -1.89643 -0.97311 1.17162
C -0.01564 0.60995 -0.05973
*
```



No. 7
Computed, not measured: C16H34P2Sn as an isolated structure in a non-equilibrium geometry, with wB97M-V/def2-TZVPD.

The total energy is -41532.6507 eV. The value obtained for the energy above the lowest of the compared OMol25 structures with the same formula, charge and spin is 0.0 kJ/mol. The calculation puts the LUMO energy (alpha / beta) at -6.31 / -6.64 eV. The strongest force on any atom comes out at 0.0699 hartree/bohr.

ORCA input file:
```
! RIJCOSX wB97M-V def2-TZVPD def2/J DEFGRID3
* xyz 2 1
H 0.00821 -1.73182 -0.19490
H 1.79526 -1.70299 -0.44211
H -1.85651 0.13145 -2.36379
H -6.21220 1.35414 -4.33664
H -5.96158 -1.08865 -4.19882
C -5.73784 -2.03388 -2.28181
H 0.86157 1.71703 -0.15599
C -5.75996 1.48159 -3.34081
H -4.24667 -4.21249 -3.84683
C -3.37914 0.75588 -4.73277
H -5.25982 -5.34839 -2.92298
H -5.84529 0.35458 -0.55761
C -5.75119 -4.12377 -0.29087
H -2.61799 -2.08461 -2.81525
Sn 0.74053 -0.02928 -2.30355
C -5.13803 -1.31481 -3.50974
H -1.34599 -2.17512 -1.63055
H -1.86383 -0.05568 -0.62782
H -2.73695 -3.73747 -0.74319
H -4.44755 -1.96722 -4.06129
C -4.81450 -0.03752 -0.46438
H -5.85093 -1.34200 -1.41173
H -3.22969 -1.26301 2.33912
C -3.28368 -2.77171 -0.78373
H -6.42653 -3.37584 0.14489
H -4.09238 0.94237 1.29107
H -2.20661 -0.59325 1.08530
H -2.83173 -0.10182 -5.14382
C -3.18686 -1.07596 1.24746
H -4.07704 1.11593 -5.50764
H -2.67566 1.56898 -4.51638
H -3.51707 -5.22819 -2.56789
H 1.55912 2.46717 -1.65603
H -3.64378 1.47750 -1.33583
H -6.75679 -2.40044 -2.50424
H 0.98631 -0.35335 0.43538
C -3.86954 0.39979 -1.50469
H -5.09116 -4.50533 0.49631
C -3.39585 -2.36939 0.61001
H -3.64189 -3.19740 1.28087
C -2.43307 -0.33026 -1.52986
H -0.24415 2.41119 -1.42576
C -2.39836 -1.85190 -1.74811
C 0.88361 -1.09422 -0.36966
H -5.20637 -0.45600 1.58204
P -4.35748 0.33396 -3.28970
P -4.75821 -3.39474 -1.61467
H -6.34431 -4.95382 -0.69518
H -5.38340 2.50591 -3.24359
H -6.49675 1.27523 -2.55312
C 0.71469 1.91346 -1.22631
C -4.40778 -4.65543 -2.85756
C -4.36995 -0.09245 0.94728
*
```



No. 8
Computed, not measured: B2Cd2H38O19P as an isolated structure in a non-equilibrium geometry, with wB97M-V/def2-TZVPD.

The total energy is -59293.7189 eV. The value obtained for the energy above the lowest of the compared OMol25 structures with the same formula, charge and spin is 202.0 kJ/mol. The calculation puts the LUMO energy at 1.74 eV. The strongest force on any atom comes out at 0.1048 hartree/bohr.

ORCA input file:
```
! RIJCOSX wB97M-V def2-TZVPD def2/J DEFGRID3
* xyz -1 1
O -0.11711 -0.61147 1.40945
O -1.12307 1.14789 -0.27800
H -1.69345 -3.39936 -2.17685
H 2.53229 3.44131 -1.05524
O 2.92425 -1.76406 1.07959
H 1.55019 -2.98344 -1.12969
H -0.92115 -2.36064 -1.32216
O -2.04693 -1.04965 -3.71844
H -0.69365 -1.14827 2.90406
P -0.08143 0.04039 -0.00866
H 1.54997 2.74900 2.63107
H -3.49383 -0.76250 -0.43552
H -0.69370 2.75295 0.16195
H 2.70633 -2.62738 0.71030
H 2.56360 -1.82373 4.83750
H 3.88755 -1.74358 1.11396
H -3.26653 -2.35751 1.43534
H 4.35571 1.21891 1.12430
H 1.93221 2.28010 -0.23727
H 0.56541 2.09542 -3.37850
H 3.21422 -0.75337 3.48640
B 2.25974 -1.19951 3.91598
H -0.66165 -1.81025 4.29309
H 4.10238 0.56332 -1.42929
O 1.40224 0.52946 0.03074
H -2.24229 2.37498 -2.16716
H 0.42365 3.82883 0.21452
H -3.84612 1.56686 -2.77909
H -2.32502 1.54610 -3.79274
O -1.19260 -1.21875 3.75007
H -4.23356 -0.23523 -1.69760
H 1.68773 -0.23731 4.22800
O -0.32590 -0.79051 -1.27797
O 0.18551 1.21377 -3.27317
O 2.21187 3.21888 -0.17531
B -2.90576 2.18043 -3.06154
O 3.40434 -0.02249 -1.73945
O -3.17591 -1.45685 1.10642
H 0.91793 0.60156 -3.45042
H -3.90025 1.92561 -0.24821
H -2.28356 -1.19263 1.37645
O -3.50431 2.27928 0.55360
O 1.19729 1.85785 2.74645
Cd -1.51356 0.57971 -2.14642
H -0.26046 -2.31753 1.39249
H 4.38680 1.09893 2.65495
O -0.47261 -3.28587 1.43273
Cd 1.81968 -0.11859 1.92917
H 1.08905 -1.63049 -1.71109
H 0.23767 1.97661 2.82770
H 2.64451 0.13394 -1.11618
H 1.65981 -1.79532 3.16350
H -2.78185 -1.67384 -3.73776
H -1.34868 -1.46886 -4.23919
H -0.79158 -3.51346 0.54696
H -3.21927 3.18481 -3.53589
O 1.76439 -2.35375 -1.82340
O -0.53494 3.73004 0.25506
O -3.37713 -0.20383 -1.25712
H -2.57178 2.02785 0.48309
O 3.80480 1.00767 1.88886
O -1.38151 -3.24241 -1.28440
*
```



> Number 4 is which compound?

C33H42FN4O4S4SiTi